C67H70BrFN2O14S | ωB97M-V with the def2-TZVPD basis set

Bonds (Å) are listed after each position.
Positions of all 156 atoms, in Å:
1 H -10.764 -7.931 -1.377  C63 1.083
2 H 1.162 6.516 -1.802  C23 1.083
3 H 4.373 -6.787 2.895  C41 1.083
4 H -3.029 -2.403 -7.007  C114 1.119
5 N -1.164 -1.480 -1.873  C50 1.443, C81 1.441, C117 1.487
6 O 2.778 -8.001 1.250  C109 1.214
7 H 7.019 2.992 0.954  C135 1.125
8 S -4.244 -0.557 -2.420  C65 1.813, C94 1.839
9 H 3.147 0.403 1.148  C32 1.132
10 C 2.439 -4.562 1.174  C29 1.577, C79 1.597, C90 1.613, H96 1.123
11 C -7.021 -0.311 2.446  H16 1.127, H35 1.120, C144 1.597, C154 1.589
12 H 5.683 9.845 1.201  C46 1.083
13 C 5.801 5.583 4.580  C56 1.481, H86 1.082, C101 1.332
14 H -9.802 -1.395 -0.300  N58 1.024
15 C -4.448 -1.127 0.319  C19 1.467, C94 1.468, H142 1.116
16 H -6.908 0.138 3.473  C11 1.127
17 C -1.788 6.662 0.067  C121 1.332, C129 1.481, H150 1.083
18 H 1.499 -5.609 -1.245  C77 1.121
19 C -3.914 -1.548 1.619  C15 1.467, C92 1.576, C127 1.459
20 C 1.472 2.331 -1.134  C33 1.583, H34 1.124, H38 1.135, C67 1.574
21 H -8.753 -1.627 1.953  C144 1.122
22 H 1.896 -3.923 -1.974  C77 1.120
23 C 0.509 6.803 -0.987  H2 1.083, C76 1.333, C129 1.479
24 H 3.505 1.612 -1.465  C67 1.133
25 O -9.459 -3.675 -1.675  C119 1.215
26 H 0.435 -0.520 -0.898  C117 1.123
27 O 6.003 7.054 7.802  C55 1.213
28 H 6.454 11.295 3.070  C111 1.083
29 C 1.456 -3.819 0.191  C10 1.577, H39 1.132, C77 1.590, C80 1.600
30 O 7.005 6.236 2.663  C56 1.216
31 C 2.921 -1.556 -10.363  O69 1.213, C78 1.481, C123 1.481
32 C 3.180 1.442 0.700  H9 1.132, C36 1.585, C67 1.588, H131 1.119
33 C 0.034 1.886 -0.643  C20 1.583, C93 1.601, H97 1.133, H100 1.129
34 H 1.745 3.370 -0.805  C20 1.124
35 H -6.522 0.292 1.644  C11 1.120
36 C 4.720 1.813 0.662  C32 1.585, H37 1.136, H43 1.136, O102 1.437
37 H 5.245 1.207 -0.142  C36 1.136
38 H 1.412 2.364 -2.267  C20 1.135
39 H 1.908 -2.797 0.004  C29 1.132
40 C 3.645 9.615 1.969  C46 1.481, C48 1.481, O70 1.216
41 C 4.659 -7.802 2.648  H3 1.083, C54 1.332, C109 1.481
42 H -10.020 -5.979 -2.728  C47 1.083
43 H 5.216 1.495 1.633  C36 1.136
44 H 4.817 -2.460 -9.744  C123 1.083
45 C 5.230 -10.491 1.862  C95 1.481, C99 1.332, H130 1.083
46 C 5.031 10.132 2.017  H12 1.083, C40 1.481, C111 1.332
47 C -10.135 -5.928 -1.652  H42 1.083, C63 1.332, C119 1.480
48 C 2.733 9.994 3.073  C40 1.481, H59 1.082, C138 1.333
49 C -0.883 -2.304 -4.202  C50 1.487, H147 1.123, C155 1.461
50 C -1.757 -1.680 -3.172  N5 1.443, C49 1.487, C65 1.462
51 H 2.424 0.255 -1.004  C67 1.119
52 C 7.205 7.704 5.888  C55 1.481, C82 1.332, H125 1.083
53 H 3.699 -5.859 -0.157  C90 1.124
54 C 5.748 -8.377 3.154  C41 1.332, C95 1.481, H146 1.083
55 C 6.233 6.865 6.625  O27 1.213, C52 1.481, C101 1.481
56 C 6.774 6.422 3.842  C13 1.481, O30 1.216, C82 1.481
57 H -0.601 -3.090 -6.276  C155 1.138
58 N -10.137 -0.514 0.099  H14 1.024, H68 1.021, C72 1.496
59 H 1.723 9.607 3.020  C48 1.082
60 C -9.975 -4.534 0.455  H89 1.083, C119 1.481, C128 1.332
61 Br -5.442 -1.046 -5.465  C98 1.967
62 H 8.162 8.103 4.041  C82 1.083
63 C -10.533 -6.973 -0.929  H1 1.083, C47 1.332, C85 1.481
64 H -0.790 -4.185 0.316  C80 1.119
65 C -3.104 -1.315 -3.608  S8 1.813, C50 1.462, C98 1.487
66 H 3.007 -4.230 3.278  C79 1.133
67 C 2.639 1.333 -0.789  C20 1.574, H24 1.133, C32 1.588, H51 1.119
68 H -10.516 0.031 -0.678  N58 1.021
69 O 3.396 -0.941 -11.295  C31 1.213
70 O 3.269 8.905 1.057  C40 1.216
71 C -1.556 -1.834 0.552  C81 1.488, O126 1.385, C127 1.481
72 C -8.986 0.202 0.733  N58 1.496, H104 1.134, C144 1.574, H148 1.129
73 H 0.214 -4.373 -1.547  C77 1.132
74 H 2.009 -2.847 2.610  C79 1.129
75 H -10.488 -5.528 2.253  C128 1.083
76 C 0.922 7.580 0.014  C23 1.333, H88 1.082, C105 1.481
77 C 1.293 -4.507 -1.232  H18 1.121, H22 1.120, C29 1.590, H73 1.132
78 C 1.476 -1.477 -10.046  C31 1.481, C116 1.332, H143 1.083
79 C 2.835 -3.578 2.367  C10 1.597, H66 1.133, H74 1.129, H115 1.120
80 C 0.005 -3.582 0.823  C29 1.600, H64 1.119, O126 1.448, H152 1.134
81 C -2.103 -1.453 -0.779  N5 1.441, C71 1.488, C94 1.462
82 C 7.455 7.499 4.596  C52 1.332, C56 1.481, H62 1.083
83 O -1.249 5.571 -1.949  C129 1.215
84 H -0.099 -2.108 -8.779  C116 1.083
85 C -10.684 -6.879 0.541  C63 1.481, O113 1.214, C128 1.481
86 H 5.311 4.801 4.015  C13 1.082
87 H -6.507 -2.352 1.584  C154 1.132
88 H 1.930 7.967 0.067  C76 1.082
89 H -9.744 -3.576 0.903  C60 1.083
90 C 3.792 -4.859 0.348  C10 1.613, H53 1.124, H118 1.131, H132 1.129
91 H 6.377 4.666 0.744  C135 1.129
92 C -4.818 -1.666 2.905  C19 1.576, H107 1.133, H108 1.119, C154 1.591
93 C -0.795 1.089 -1.758  C33 1.601, C117 1.588, H133 1.132, H145 1.119
94 C -3.520 -1.098 -0.819  S8 1.839, C15 1.468, C81 1.462
95 C 6.118 -9.767 2.800  C45 1.481, C54 1.481, O122 1.214
96 H 1.991 -5.505 1.587  C10 1.123
97 H -0.531 2.826 -0.356  C33 1.133
98 C -3.601 -1.549 -4.990  Br61 1.967, C65 1.487, C114 1.472
99 C 4.142 -9.916 1.355  C45 1.332, C109 1.480, H112 1.083
100 H 0.044 1.247 0.287  C33 1.129
101 C 5.551 5.788 5.872  C13 1.332, C55 1.481, H156 1.083
102 O 4.935 3.226 0.512  C36 1.437, C135 1.434
103 H -9.155 -0.077 2.901  C144 1.128
104 H -8.138 0.250 -0.018  C72 1.134
105 C 0.009 7.959 1.117  C76 1.481, C121 1.481, O137 1.217
106 H -6.920 -2.336 3.330  C154 1.132
107 H -4.559 -2.676 3.346  C92 1.133
108 H -4.593 -0.884 3.674  C92 1.119
109 C 3.772 -8.527 1.710  O6 1.214, C41 1.481, C99 1.480
110 C 1.797 -3.012 -8.161  C116 1.480, O134 1.216, C149 1.480
111 C 5.444 10.909 3.018  H28 1.083, C46 1.332, C120 1.482
112 H 3.482 -10.430 0.667  C99 1.083
113 O -11.049 -7.832 1.199  C85 1.214
114 C -2.695 -2.183 -5.962  H4 1.119, C98 1.472, C155 1.477
115 H 3.797 -3.033 2.191  C79 1.120
116 C 0.954 -2.154 -9.025  C78 1.332, H84 1.083, C110 1.480
117 C -0.175 -0.371 -1.829  N5 1.487, H26 1.123, C93 1.588, H140 1.122
118 H 3.984 -4.037 -0.404  C90 1.131
119 C -9.824 -4.628 -1.016  O25 1.215, C47 1.480, C60 1.481
120 C 4.534 11.289 4.123  C111 1.482, C138 1.480, O151 1.215
121 C -1.378 7.439 1.067  C17 1.332, C105 1.481, H139 1.083
122 O 7.111 -10.291 3.260  C95 1.214
123 C 3.763 -2.415 -9.499  C31 1.481, H44 1.083, C149 1.332
124 H 6.009 3.804 2.277  C135 1.121
125 H 7.694 8.486 6.454  C52 1.083
126 O -0.226 -2.153 0.768  C71 1.385, C80 1.448
127 C -2.492 -1.866 1.699  C19 1.459, C71 1.481, F136 1.384
128 C -10.373 -5.579 1.178  C60 1.332, H75 1.083, C85 1.481
129 C -0.875 6.283 -1.037  C17 1.481, C23 1.479, O83 1.215
130 H 5.516 -11.506 1.614  C45 1.083
131 H 2.586 2.115 1.369  C32 1.119
132 H 4.701 -4.868 1.018  C90 1.129
133 H -0.577 1.641 -2.723  C93 1.132
134 O 1.322 -3.628 -7.228  C110 1.216
135 C 6.134 3.651 1.173  H7 1.125, H91 1.129, O102 1.434, H124 1.121
136 F -1.962 -2.230 2.925  C127 1.384
137 O 0.384 8.670 2.030  C105 1.217
138 C 3.147 10.772 4.074  C48 1.333, C120 1.480, H153 1.083
139 H -2.030 7.725 1.882  C121 1.083
140 H 0.431 -0.437 -2.772  C117 1.122
141 H 3.841 -3.724 -7.836  C149 1.083
142 H -5.519 -0.862 0.154  C15 1.116
143 H 0.876 -0.844 -10.687  C78 1.083
144 C -8.555 -0.528 2.059  C11 1.597, H21 1.122, C72 1.574, H103 1.128
145 H -1.899 1.125 -1.581  C93 1.119
146 H 6.407 -7.862 3.842  C54 1.083
147 H 0.173 -2.592 -3.950  C49 1.123
148 H -9.342 1.259 0.909  C72 1.129
149 C 3.241 -3.091 -8.478  C110 1.480, C123 1.332, H141 1.083
150 H -2.797 6.272 0.013  C17 1.083
151 O 4.912 11.999 5.033  C120 1.215
152 H 0.043 -3.878 1.917  C80 1.134
153 H 2.496 11.059 4.890  C138 1.083
154 C -6.363 -1.755 2.534  C11 1.589, H87 1.132, C92 1.591, H106 1.132
155 C -1.328 -2.578 -5.566  C49 1.461, H57 1.138, C114 1.477
156 H 4.844 5.184 6.427  C101 1.083

As for the SMILES: COCCCCCCCN1c2cccc(Br)c2Sc2cc(CCCCCN)c(F)c(OC[C@H](C)C(C)C)c21.O=C1C=CC(=O)C=C1.O=C1C=CC(=O)C=C1.O=C1C=CC(=O)C=C1.O=C1C=CC(=O)C=C1.O=C1C=CC(=O)C=C1.O=C1C=CC(=O)C=C1. The lowest unoccupied orbital energy comes out at -1.73 eV. For the gap between HOMO and LUMO, the calculation gives 0.215 Ha.